1.
C2H16O5 | the ωB97M-V functional and the def2-TZVPD basis

Each line ends with the natural charge from an NBO analysis.
Atoms and positions in Å:
C1 -0.02 -3.48 0.04  -0.603
C2 -0.53 -4.50 -0.96  -0.603
H1 0.84 -2.97 -0.38  0.199
H2 -0.79 -2.72 0.17  0.196
H3 0.21 -3.95 0.99  0.209
H4 0.16 -5.31 -1.16  0.202
H5 -0.80 -4.05 -1.92  0.200
H6 -1.43 -5.01 -0.60  0.200
O1 -4.65 2.94 -0.55  -0.938
H7 -4.44 2.11 -0.99  0.463
H8 -4.41 3.61 -1.22  0.475
O2 3.75 0.48 3.00  -0.938
H9 4.65 0.50 2.67  0.468
H10 3.35 1.21 2.51  0.469
O3 -1.53 3.98 -0.91  -0.950
H11 -1.22 4.04 0.00  0.482
H12 -0.75 4.05 -1.46  0.469
O4 2.92 1.35 -0.48  -0.952
H13 2.48 0.52 -0.71  0.463
H14 2.15 1.91 -0.27  0.484
O5 0.25 2.05 0.62  -0.964
H15 -0.35 1.50 0.09  0.485
H16 0.15 1.73 1.52  0.484

The highest occupied orbital energy is -11.32 eV. The energy above the lowest of the compared OMol25 structures with the same formula, charge and spin comes out at 47.50 kJ/mol. The value obtained for the total energy is -461.97262 Eh. The calculation puts the HOMO-LUMO gap at 11.39 eV.


2.
C2H16O5 | the ωB97M-V functional and the def2-TZVPD basis

Each line ends with the natural charge from an NBO analysis.
Atoms and positions in Å:
C1 -0.14 1.35 1.89  -0.604
C2 -0.45 0.80 0.46  -0.580
H1 -1.13 1.72 2.29  0.258
H2 0.44 2.19 2.07  0.262
H3 0.36 0.63 2.55  0.237
H4 -0.05 1.29 -0.46  0.290
H5 -0.06 -0.23 0.51  0.259
H6 -1.51 0.86 0.16  0.242
H7 6.08 1.57 -2.32  0.458
H8 5.93 2.82 -1.64  0.460
O1 6.49 1.99 -1.57  -0.917
H9 -4.26 2.43 -0.26  0.500
H10 -4.18 1.00 -0.13  0.502
O2 -4.43 1.54 -0.87  -0.410
H11 3.86 -3.21 -0.76  0.462
H12 4.15 -3.15 -2.16  0.468
O3 3.42 -3.35 -1.57  -0.930
H13 -3.09 -1.03 0.54  0.495
H14 -4.43 -1.14 1.03  0.500
O4 -3.81 -0.53 0.65  -0.960
H15 -1.00 -2.82 0.60  0.490
H16 -0.90 -2.51 -0.93  0.500
O5 -1.28 -2.19 -0.09  -0.982

The highest occupied orbital energy (alpha / beta) is -13.34 / -13.34 eV. As for the net charge: +1. The energy above the lowest of the compared OMol25 structures with the same formula, charge and spin comes out at 219.88 kJ/mol. The spin multiplicity is 2. The value obtained for the total energy is -461.51426 Eh. The calculation puts the HOMO-LUMO gap (alpha / beta) at 9.62 / 2.16 eV. Its expectation value of S² is 0.757.


3.
C2H16O5S | the ωB97M-V functional and the def2-TZVPD basis

Each line ends with the natural charge from an NBO analysis.
Atoms and positions in Å:
C1 -0.27 0.78 2.80  -0.744
S1 -0.96 1.47 1.29  0.180
C2 -0.83 3.24 1.58  -0.745
H1 0.62 1.28 3.15  0.217
H2 -0.13 -0.28 2.56  0.236
H3 -1.03 0.79 3.58  0.218
H4 -0.81 3.73 0.62  0.213
H5 -1.55 3.73 2.23  0.215
H6 0.12 3.39 2.08  0.217
O1 1.96 -2.26 -0.94  -0.996
H7 1.61 -1.36 -0.85  0.506
H8 2.90 -2.26 -1.13  0.487
O2 -0.12 -2.63 1.13  -0.949
H9 0.20 -3.25 0.47  0.485
H10 0.49 -1.89 1.07  0.464
O3 -1.23 2.64 -1.81  -0.929
H11 -1.62 3.35 -1.27  0.463
H12 -2.08 2.36 -2.21  0.472
O4 1.40 -4.20 -2.99  -0.962
H13 1.62 -3.39 -2.50  0.487
H14 0.56 -4.01 -3.41  0.461
O5 0.65 0.25 -1.43  -0.973
H15 0.15 0.96 -0.99  0.507
H16 -0.01 -0.43 -1.62  0.470

The highest occupied orbital energy is -8.88 eV. The energy above the lowest of the compared OMol25 structures with the same formula, charge and spin comes out at 74.62 kJ/mol. The value obtained for the total energy is -860.16245 Eh. The calculation puts the HOMO-LUMO gap at 9.18 eV.


4.
C2H16O5S | the ωB97M-V functional and the def2-TZVPD basis

Each line ends with the natural charge from an NBO analysis.
Atoms and positions in Å:
C1 1.75 0.01 0.43  -0.543
C2 0.92 0.46 -0.88  -0.649
S1 -0.02 1.87 -0.54  0.487
H1 1.15 0.21 1.30  0.266
H2 2.65 0.60 0.52  0.244
H3 1.98 -1.05 0.27  0.295
H4 1.59 0.70 -1.71  0.251
H5 0.23 -0.36 -1.13  0.304
H6 2.01 2.83 0.14  0.450
H7 -1.59 0.41 0.67  0.444
H8 -2.40 -0.77 0.18  0.497
O1 -2.35 -0.14 0.92  -0.941
H9 -1.07 -2.18 -0.86  0.483
H10 0.12 -3.45 0.07  0.460
O2 0.08 -2.50 -0.08  -1.018
H11 -4.39 2.37 -1.25  0.018
H12 3.23 3.73 0.18  0.479
O3 2.96 2.81 0.32  -0.935
H13 -4.12 3.04 -1.41  -0.018
H14 -1.59 -1.74 -2.29  0.454
O4 -1.93 -1.95 -1.41  -0.994
H15 0.14 -1.94 2.90  0.472
H16 0.19 -1.65 1.38  0.507
O5 0.48 -1.31 2.26  -1.012

The highest occupied orbital energy is -9.40 eV. The energy above the lowest of the compared OMol25 structures with the same formula, charge and spin comes out at 751.08 kJ/mol. The value obtained for the total energy is -859.90480 Eh. The calculation puts the HOMO-LUMO gap at 3.64 eV.


5.
C2H18CdO8 | the ωB97M-V functional and the def2-TZVPD basis

Each line ends with the natural charge from an NBO analysis.
Atoms and positions in Å:
Cd1 -0.79 -0.14 0.08  1.752
C1 2.72 -0.58 -0.42  -0.630
C2 1.88 -0.72 -1.71  -0.026
O1 0.53 -0.80 -1.52  -1.050
H1 3.78 -0.50 -0.68  0.205
H2 2.63 -1.45 0.23  0.165
H3 2.45 0.33 0.13  0.190
H4 2.24 -1.62 -2.25  0.130
H5 2.16 0.14 -2.36  0.107
O2 -0.01 1.74 0.66  -1.302
H6 0.95 1.79 0.73  0.453
O3 -2.07 0.97 -1.56  -1.005
H7 -2.83 1.53 -1.76  0.491
H8 -1.40 1.18 -2.23  0.523
O4 0.53 2.42 -1.97  -0.994
H9 0.85 1.53 -2.17  0.474
H10 0.05 2.30 -1.12  0.502
O5 -0.05 1.19 3.34  -1.004
H11 0.79 0.79 3.58  0.452
H12 0.02 1.37 2.36  0.506
O6 0.15 -1.50 1.67  -0.982
H13 -0.32 -1.77 2.47  0.492
H14 1.05 -1.81 1.77  0.505
O7 -1.98 -2.03 -0.56  -0.967
H15 -2.65 -2.09 -1.25  0.496
H16 -1.91 -2.91 -0.17  0.494
O8 -2.58 0.19 1.40  -0.979
H17 -3.44 0.24 0.97  0.492
H18 -2.76 0.21 2.35  0.510

The highest occupied orbital energy is -7.66 eV. The energy above the lowest of the compared OMol25 structures with the same formula, charge and spin comes out at 0.00 kJ/mol. The value obtained for the total energy is -856.62569 Eh. The calculation puts the HOMO-LUMO gap at 7.21 eV.


6.
C2H18NO5 | the ωB97M-V functional and the def2-TZVPD basis

Each line ends with the natural charge from an NBO analysis.
Atoms and positions in Å:
C1 -0.18 -1.95 -1.18  -0.419
N1 0.88 -0.87 -1.22  -0.530
C2 2.06 -1.37 -2.01  -0.425
H1 -1.15 -1.47 -1.06  0.220
H2 -0.14 -2.60 -2.04  0.230
H3 0.00 -2.60 -0.33  0.230
H4 1.13 -0.63 -0.20  0.493
H5 0.49 -0.06 -1.69  0.441
H6 2.33 -2.30 -1.49  0.222
H7 2.94 -0.71 -2.06  0.247
H8 1.75 -1.44 -3.05  0.225
H9 0.47 2.69 2.14  0.517
H10 -0.79 2.16 1.68  0.537
O1 0.19 1.92 1.62  -0.956
H11 -2.81 1.34 1.74  0.522
H12 -2.74 1.94 0.32  0.493
O2 -2.40 2.07 1.21  -0.979
H13 0.27 0.61 1.64  0.512
H14 0.75 -0.92 2.11  0.494
O3 0.45 -0.45 1.33  -1.066
H15 1.15 2.29 0.05  0.490
H16 1.09 2.84 -1.28  0.479
O4 1.30 1.99 -0.88  -0.977
H17 -2.94 -1.25 1.27  0.476
H18 -1.60 -0.61 1.50  0.487
O5 -2.51 -0.63 1.87  -0.963

The highest occupied orbital energy is -14.73 eV. As for the net charge: +1. The energy above the lowest of the compared OMol25 structures with the same formula, charge and spin comes out at 99.82 kJ/mol. The value obtained for the total energy is -517.71282 Eh. The calculation puts the HOMO-LUMO gap at 11.88 eV.


7.
C2H18O6 | the ωB97M-V functional and the def2-TZVPD basis

Each line ends with the natural charge from an NBO analysis.
Atoms and positions in Å:
C1 2.51 1.56 -1.43  -0.613
C2 2.58 0.35 -0.46  -0.616
H1 3.39 2.18 -1.33  0.208
H2 1.65 2.18 -1.16  0.199
H3 2.27 1.16 -2.41  0.211
H4 3.49 0.42 0.13  0.200
H5 1.72 0.35 0.21  0.203
H6 2.49 -0.61 -0.98  0.207
O1 -3.65 0.13 -2.32  -0.933
H7 -3.24 0.27 -1.46  0.470
H8 -2.84 0.18 -2.85  0.463
O2 1.05 -1.37 3.02  -0.943
H9 1.25 -2.24 3.38  0.472
H10 1.91 -1.06 2.70  0.480
O3 -0.54 -2.74 0.86  -0.974
H11 -1.49 -2.59 1.02  0.494
H12 -0.21 -2.42 1.72  0.491
O4 -3.13 -1.12 0.62  -0.980
H13 -3.97 -1.52 0.39  0.475
H14 -2.63 -1.04 -0.21  0.490
O5 -1.02 -0.99 -1.17  -1.002
H15 -0.55 -1.39 -0.41  0.515
H16 -0.94 -1.53 -1.96  0.483
O6 -0.22 4.06 1.69  -0.933
H17 0.69 3.77 1.61  0.466
H18 -0.56 4.03 0.79  0.468

The highest occupied orbital energy is -11.33 eV. The energy above the lowest of the compared OMol25 structures with the same formula, charge and spin comes out at 48.90 kJ/mol. The value obtained for the total energy is -538.41502 Eh. The calculation puts the HOMO-LUMO gap at 11.68 eV.


8.
C2H18O7Pt | the ωB97M-V functional and the def2-TZVPD basis

Each line ends with the natural charge from an NBO analysis.
Atoms and positions in Å:
Pt1 -0.39 -0.49 0.49  1.549
O1 -2.09 -2.04 1.10  -0.968
H1 -2.55 -2.67 0.53  0.514
H2 -2.40 -2.24 1.99  0.521
O2 0.61 1.76 1.21  -0.975
H3 1.44 2.22 1.01  0.508
H4 0.33 2.13 2.06  0.493
O3 -0.12 -2.08 -1.10  -0.954
H5 0.50 -2.11 -1.84  0.531
H6 -0.87 -2.63 -1.34  0.512
O4 -1.92 0.59 -0.85  -0.969
H7 -2.41 1.41 -0.71  0.528
H8 -2.07 0.33 -1.77  0.520
O5 0.71 -1.19 2.39  -0.965
H9 0.23 -1.25 3.23  0.519
H10 1.53 -1.69 2.52  0.526
O6 -1.86 0.54 2.16  -0.983
H11 -2.80 0.56 1.92  0.513
H12 -1.78 1.09 2.94  0.513
C1 1.11 1.38 -2.36  -0.636
C2 2.28 0.77 -1.65  -0.067
O7 1.77 -0.08 -0.57  -0.793
H13 0.51 1.98 -1.67  0.215
H14 0.48 0.58 -2.76  0.194
H15 1.44 2.01 -3.18  0.262
H16 2.96 1.51 -1.23  0.191
H17 2.85 0.14 -2.34  0.198
H18 2.52 -0.53 -0.17  0.503

The highest occupied orbital energy (alpha / beta) is -17.58 / -17.52 eV. As for the net charge: +2. The spin multiplicity is 3. The value obtained for the total energy is -732.31865 Eh. The calculation puts the HOMO-LUMO gap (alpha / beta) at 10.70 / 8.96 eV. Its expectation value of S² is 2.002.


9.
C2H19B2O6Zr | the ωB97M-V functional and the def2-TZVPD basis

Each line ends with the natural charge from an NBO analysis.
Atoms and positions in Å:
Zr1 0.09 0.31 0.51  2.063
C1 -1.47 -2.64 -4.95  -0.746
C2 -1.11 -1.94 -3.64  0.769
O1 -1.81 -0.97 -3.20  -0.352
O2 -0.06 -2.21 -2.97  -0.345
H1 -2.01 -1.94 -5.59  0.268
H2 -1.97 -3.58 -4.75  0.276
H3 -0.53 -2.97 -5.40  0.267
B1 -3.07 -1.38 1.64  -0.721
H4 -3.98 -1.89 1.36  0.104
H5 -2.24 -1.87 1.18  0.010
H6 -3.02 -0.32 1.40  -0.032
H7 -2.93 -1.51 2.70  0.023
B2 3.63 1.33 1.21  -0.694
H8 4.48 1.75 0.70  0.062
H9 3.23 0.53 0.60  -0.007
H10 3.88 0.93 2.18  0.021
H11 2.79 2.01 1.31  -0.025
O3 1.52 -2.61 2.76  -0.966
H12 2.28 -3.18 2.61  0.488
H13 1.16 -2.90 3.60  0.488
O4 -0.07 1.45 4.07  -0.965
H14 -0.23 1.07 4.93  0.496
H15 0.08 2.38 4.23  0.484
O5 -1.24 3.76 0.56  -0.966
H16 -1.07 4.25 1.36  0.489
H17 -1.40 4.43 -0.10  0.495
O6 1.58 2.32 -2.50  -0.964
H18 1.28 2.37 -3.41  0.485
H19 2.21 3.04 -2.41  0.494

The highest occupied orbital energy is -12.93 eV. As for the net charge: +1. The value obtained for the total energy is -634.79354 Eh. The calculation puts the HOMO-LUMO gap at 2.83 eV.


10.
C2H20BeO8 | the ωB97M-V functional and the def2-TZVPD basis

Each line ends with the natural charge from an NBO analysis.
Atoms and positions in Å:
Be1 -0.10 0.64 -0.23  1.690
C1 0.24 -2.36 1.70  -0.635
C2 0.40 -2.25 0.20  -0.113
O1 -0.41 -1.22 -0.28  -0.775
H1 0.85 -3.19 2.05  0.253
H2 -0.80 -2.59 1.96  0.226
H3 0.43 -1.45 2.27  0.166
H4 0.05 -3.22 -0.15  0.210
H5 1.45 -2.29 -0.09  0.206
H6 -1.28 -1.60 -0.13  0.497
O2 -0.88 -0.09 -1.87  -0.965
H7 -1.35 0.55 -2.41  0.485
H8 -0.64 -0.79 -2.48  0.509
O3 0.88 2.13 0.44  -0.990
H9 1.38 1.85 1.21  0.503
H10 0.95 3.09 0.45  0.526
O4 -0.27 0.58 1.71  -0.978
H11 0.34 0.25 2.37  0.508
H12 -0.77 1.25 2.16  0.514
O5 1.62 -0.13 0.34  -0.998
H13 2.31 0.52 0.19  0.518
H14 2.02 -0.77 0.93  0.518
O6 1.31 0.96 -1.63  -0.957
H15 1.08 1.64 -2.26  0.482
H16 1.68 0.26 -2.16  0.514
O7 -0.83 2.14 -1.18  -0.975
H17 -1.72 2.48 -1.22  0.517
H18 -0.38 2.56 -1.92  0.504
O8 -2.14 0.42 0.01  -0.965
H19 -2.84 1.07 -0.05  0.503
H20 -2.59 -0.42 0.07  0.503

The highest occupied orbital energy is -17.73 eV. As for the net charge: +2. The energy above the lowest of the compared OMol25 structures with the same formula, charge and spin comes out at 65.36 kJ/mol. The value obtained for the total energy is -704.23787 Eh. The calculation puts the HOMO-LUMO gap at 10.97 eV.